(1)
Computed, not measured: C3H5NOS2 in the gas phase, with wB97M-V/def2-TZVPD.

As for the energy above the lowest of the compared OMol25 structures with the same formula, charge and spin: 51.7 kcal/mol. As for the SMILES: C=NSCOC=S. The total energy comes out at -28397.9884 eV. The calculation puts the lowest unoccupied orbital energy at 0.3989 eV. The frontier orbital gap is 9.1050 eV.

Last columns: bonded neighbours and bond lengths (Å).
CARTESIAN COORDINATES (ANGSTROEM)
1 H 1.479 0.829 -1.136  C2 1.114
2 C 1.724 0.275 -0.200  H1 1.114, S7 1.601, O11 1.300
3 H 0.069 2.270 0.207  C6 1.148
4 H -3.654 -1.882 0.708  C12 1.079
5 N -2.154 -0.559 0.506  S9 1.753, C12 1.263
6 C -0.300 1.236 0.543  H3 1.148, S9 1.766, H10 1.106, O11 1.427
7 S 3.010 -0.674 -0.107  C2 1.601
8 H -3.535 -1.085 -0.943  C12 1.073
9 S -1.415 0.543 -0.639  N5 1.753, C6 1.766
10 H -0.802 1.271 1.528  C6 1.106
11 O 0.795 0.336 0.707  C2 1.300, C6 1.427
12 C -3.150 -1.190 0.053  H4 1.079, N5 1.263, H8 1.073

---

(2)
Computed, not measured: 2 unconnected molecules or ions with the total composition C9H19BrN4O3P, with wB97M-V/def2-TZVPD.

The total energy comes out at -101065.3259 eV. The calculation puts the lowest unoccupied orbital energy at -4.5209 eV. The frontier orbital gap is 7.2909 eV. Its total charge is +1.

Last columns: bonded neighbours and bond lengths (Å).
CARTESIAN COORDINATES (ANGSTROEM)
1 H -8.505 -1.313 -2.417  C17 1.090
2 C 3.201 -2.084 0.346  H6 1.137, H14 1.148, C23 1.614, H26 1.146
3 C 5.150 2.623 0.738  H13 1.145, C18 1.609, H34 1.151, H36 1.139
4 N 0.530 0.973 -0.912  C10 1.434, C29 1.455
5 N 0.449 1.183 1.510  C10 1.453, H21 1.025, N24 1.365
6 H 2.118 -1.766 0.204  C2 1.137
7 N 2.574 0.878 0.596  C10 1.344, P15 1.790, H20 1.028
8 C -5.810 -1.232 -0.637  O30 1.343, O35 1.208, O37 1.339
9 H 5.246 -1.261 0.045  C23 1.147
10 C 1.264 0.999 0.320  N4 1.434, N5 1.453, N7 1.344
11 H -6.857 -1.191 -3.052  C17 1.092
12 H -1.729 1.232 -1.105  C29 1.131
13 H 4.528 3.534 0.433  C3 1.145
14 H 3.277 -3.191 0.053  C2 1.148
15 P 3.671 0.591 -0.789  N7 1.790, C18 1.891, C23 1.918
16 H -3.439 -1.890 0.276  C31 1.093
17 C -7.501 -0.945 -2.206  H1 1.090, H11 1.092, H33 1.092, O37 1.428
18 C 5.222 1.642 -0.536  C3 1.609, P15 1.891, H19 1.146, H27 1.148
19 H 6.152 0.972 -0.549  C18 1.146
20 H 2.872 0.954 1.577  N7 1.028
21 H 0.766 1.201 2.485  N5 1.025
22 H -4.135 -0.562 1.268  C31 1.092
23 C 4.250 -1.218 -0.522  C2 1.614, H9 1.147, P15 1.918, H28 1.135
24 N -0.818 1.259 1.006  N5 1.365, Br25 1.880, C29 1.434
25 Br -2.343 1.459 2.085  N24 1.880
26 H 3.485 -2.030 1.455  C2 1.146
27 H 5.312 2.318 -1.460  C18 1.148
28 H 4.392 -1.761 -1.508  C23 1.135
29 C -0.828 1.168 -0.425  N4 1.455, H12 1.131, N24 1.434
30 O -5.506 -1.909 0.482  C8 1.343, C31 1.423
31 C -4.212 -1.617 0.998  H16 1.093, H22 1.092, O30 1.423, H32 1.090
32 H -4.068 -2.215 1.899  C31 1.090
33 H -7.552 0.136 -2.060  C17 1.092
34 H 6.231 2.963 0.937  C3 1.151
35 O -5.095 -0.437 -1.200  C8 1.208
36 H 4.751 2.128 1.683  C3 1.139
37 O -7.042 -1.592 -1.018  C8 1.339, C17 1.428

---

(3)
Computed, not measured: 2 unconnected molecules or ions with the total composition C6H9N, with wB97M-V/def2-TZVPD.

As for the energy above the lowest of the compared OMol25 structures with the same formula, charge and spin: 49.5 kcal/mol. As for the SMILES: C=C1N=CC=C1C.[H][H]. The total energy comes out at -7856.0116 eV. The calculation puts the lowest unoccupied orbital energy at -0.1740 eV. The frontier orbital gap is 9.1318 eV.

Last columns: bonded neighbours and bond lengths (Å).
CARTESIAN COORDINATES (ANGSTROEM)
1 C -1.039 1.516 0.100  H4 1.096, H7 1.094, H14 1.097, C15 1.495
2 C 1.654 -0.068 0.558  C8 1.335, H11 1.087, H13 1.086
3 H 2.543 0.948 -1.915  H10 0.744
4 H -0.714 2.040 1.005  C1 1.096
5 H -1.453 -3.202 0.372  C12 1.088
6 N 0.262 -2.043 0.499  C8 1.421, C12 1.291
7 H -2.090 1.765 -0.072  C1 1.094
8 C 0.452 -0.636 0.437  C2 1.335, N6 1.421, C15 1.481
9 C -1.759 -0.954 0.190  C12 1.470, C15 1.347, H16 1.084
10 H 2.968 1.434 -2.284  H3 0.744
11 H 1.780 1.012 0.518  C2 1.087
12 C -1.010 -2.208 0.360  H5 1.088, N6 1.291, C9 1.470
13 H 2.535 -0.688 0.692  C2 1.086
14 H -0.452 1.910 -0.738  C1 1.097
15 C -0.850 0.039 0.235  C1 1.495, C8 1.481, C9 1.347
16 H -2.829 -0.865 0.043  C9 1.084

---

(4)
Computed, not measured: 2 unconnected molecules or ions with the total composition C7H20N3PS, with wB97M-V/def2-TZVPD.

The expectation value of S² is 2.006. The total energy comes out at -32171.9570 eV. The calculation puts the lowest unoccupied orbital energy (alpha / beta) at 0.8975 / -2.1023 eV. Its spin multiplicity is 3. The frontier orbital gap (alpha / beta) is 4.7738 / 6.0344 eV.

Last columns: bonded neighbours and bond lengths (Å).
CARTESIAN COORDINATES (ANGSTROEM)
1 H -1.764 3.426 0.931  C19 1.050
2 H -1.569 -2.655 1.123  N22 1.005
3 H -2.027 0.176 0.527  C5 1.090
4 S -0.334 -0.295 3.435  H14 1.351, P28 2.248
5 C -2.333 -0.868 0.460  H3 1.090, N22 1.428, H24 1.081, H29 1.139
6 C 0.351 -0.368 -3.437  H12 1.093, C17 1.535, H21 1.085, H26 1.069
7 C 2.359 -2.641 1.884  H13 1.113, H18 1.047, H20 1.059, N23 1.445
8 H -1.087 0.558 -2.319  C17 1.032
9 H 0.308 -3.239 1.901  N23 1.066
10 H 0.642 2.321 -2.837  C27 1.161
11 H 1.863 1.404 -1.852  C27 1.104
12 H 1.404 -0.659 -3.430  C6 1.093
13 H 2.771 -1.653 1.581  C7 1.113
14 H 0.539 0.725 3.287  S4 1.351
15 H 0.857 3.416 -0.611  C30 1.126
16 N -0.481 1.978 0.038  C19 1.452, C30 1.265
17 C -0.088 0.356 -2.156  C6 1.535, H8 1.032, H25 1.085, C27 1.494
18 H 2.746 -3.346 1.213  C7 1.047
19 C -0.894 2.865 1.111  H1 1.050, N16 1.452, H31 1.157, H32 1.017
20 H 2.764 -2.833 2.843  C7 1.059
21 H -0.309 -1.229 -3.456  C6 1.085
22 N -1.335 -1.679 1.082  H2 1.005, C5 1.428, P28 1.711
23 N 0.938 -2.382 1.841  C7 1.445, H9 1.066, P28 1.665
24 H -2.792 -1.258 -0.437  C5 1.081
25 H 0.038 -0.374 -1.364  C17 1.085
26 H 0.247 0.317 -4.250  C6 1.069
27 C 0.777 1.561 -1.970  H10 1.161, H11 1.104, C17 1.494, C30 1.517
28 P 0.198 -0.970 1.358  S4 2.248, N22 1.711, N23 1.665
29 H -3.130 -1.030 1.258  C5 1.139
30 C 0.424 2.385 -0.746  H15 1.126, N16 1.265, C27 1.517
31 H -0.126 3.730 1.067  C19 1.157
32 H -0.957 2.260 1.925  C19 1.017